[1]
A 2-piece molecular cluster, C4H12 overall. Source: the OMol25 dataset; level of theory: ωB97M-V/def2-TZVPD.

Structure (XYZ):
```
16
Properties=species:S:1:pos:R:3:lowdin_charge:R:1
C 2.0545 1.9094 0.1268 -0.1523
C 1.8931 0.3532 -0.0524 -0.1539
H 2.6906 2.2643 -0.6730 0.0521
H 1.0580 2.3202 0.0240 0.0481
H 2.4280 2.1412 1.1230 0.0572
H 1.9118 0.1397 -1.1082 0.0487
H 2.6446 -0.1845 0.5142 0.0572
H 0.8210 0.1167 0.1726 0.0447
C -1.6476 -1.8998 -0.2793 -0.1321
C -2.1711 -0.5053 0.2165 -0.1808
H -2.2543 -2.1920 -1.1201 0.0541
H -0.5848 -1.8312 -0.4727 0.0423
H -1.8595 -2.4897 0.6157 0.0616
H -2.3443 -0.3231 1.2813 0.0589
H -3.0204 -0.2676 -0.4055 0.0440
H -1.6194 0.4485 0.0371 0.0501
```

Computed properties:
**M**: 60.14 g mol⁻¹
**SMILES**: CC.CC
**Calculated total energy**: -159.55438 a.u.
**Frontier orbital gap**: 12.60 eV

=====

[2]
A 2-piece molecular cluster, C4H12 overall. Source: the OMol25 dataset; level of theory: ωB97M-V/def2-TZVPD.

Structure (XYZ):
```
16
Properties=species:S:1:pos:R:3:lowdin_charge:R:1
C 0.8616 -1.6120 1.2617 -0.1688
C 2.0753 -0.7325 1.0383 -0.1774
H 0.4309 -1.5865 2.2595 0.0621
H 0.1028 -1.3770 0.5081 0.0507
H 1.0729 -2.6604 1.0380 0.0609
H 2.2136 -0.4914 -0.0182 0.0567
H 3.0315 -1.2110 1.2364 0.0569
H 2.0127 0.1800 1.6143 0.0588
C -2.1075 0.8695 -0.8800 -0.1798
C -0.8086 1.4886 -1.3619 -0.1622
H -2.8906 1.6179 -0.9504 0.0601
H -2.4288 -0.0424 -1.3888 0.0621
H -2.1653 0.5054 0.1443 0.0527
H -0.8990 1.4797 -2.4519 0.0666
H -0.6829 2.4883 -1.0014 0.0518
H 0.1598 1.0497 -1.1116 0.0488
```

Computed properties:
**M**: 60.14 g mol⁻¹
**SMILES**: CC.CC
**Calculated total energy**: -159.57186 a.u.
**Frontier orbital gap**: 12.72 eV

=====

[3]
A 2-piece molecular cluster, C4H12 overall. Source: the OMol25 dataset; level of theory: ωB97M-V/def2-TZVPD.

Structure (XYZ):
```
16
Properties=species:S:1:pos:R:3:lowdin_charge:R:1
C 2.9365 -0.5656 0.2659 -0.1623
C 2.1895 -0.9465 1.5445 -0.1828
H 2.2649 0.1123 -0.2487 0.0537
H 3.8256 0.0256 0.4908 0.0598
H 3.2438 -1.4131 -0.3422 0.0603
H 1.3602 -0.2605 1.7387 0.0534
H 2.7391 -0.9635 2.4928 0.0594
H 1.6667 -1.9082 1.5035 0.0584
C -2.1913 0.1779 -1.3810 -0.1607
C -2.8634 1.2671 -0.5216 -0.1750
H -1.6359 -0.4725 -0.7019 0.0585
H -2.9879 -0.2955 -1.9213 0.0497
H -1.4618 0.5275 -2.1080 0.0569
H -3.8756 0.9740 -0.2472 0.0572
H -2.9098 2.2657 -0.9639 0.0564
H -2.3005 1.4753 0.3995 0.0572
```

Computed properties:
**M**: 60.14 g mol⁻¹
**SMILES**: CC.CC
**Calculated total energy**: -159.57087 a.u.
**Frontier orbital gap**: 12.80 eV

=====

[4]
A 2-piece molecular cluster, C4H12 overall. Source: the OMol25 dataset; level of theory: ωB97M-V/def2-TZVPD.

Structure (XYZ):
```
16
Properties=species:S:1:pos:R:3:lowdin_charge:R:1
C 2.0694 -0.5841 -1.4956 -0.1731
C 1.7056 0.6887 -0.7458 -0.1585
H 1.5427 -1.4948 -1.1870 0.0611
H 1.9205 -0.4939 -2.5695 0.0561
H 3.1235 -0.8555 -1.4419 0.0565
H 0.7117 0.5943 -0.3021 0.0291
H 2.4339 0.8862 0.0334 0.0621
H 1.6566 1.5591 -1.3986 0.0632
C -1.4086 -0.5933 0.9840 -0.1808
C -2.3715 0.5774 1.2457 -0.1606
H -0.3856 -0.3291 1.2285 0.0407
H -1.6396 -1.4454 1.6337 0.0633
H -1.4674 -0.9609 -0.0386 0.0619
H -2.4961 1.1855 0.3508 0.0621
H -3.3370 0.1715 1.5507 0.0558
H -2.0581 1.0942 2.1523 0.0609
```

Computed properties:
**M**: 60.14 g mol⁻¹
**SMILES**: CC.CC
**Calculated total energy**: -159.57511 a.u.
**Frontier orbital gap**: 12.72 eV

=====

[5]
A 2-piece molecular cluster, C4H12 overall. Source: the OMol25 dataset; level of theory: ωB97M-V/def2-TZVPD.

Structure (XYZ):
```
16
Properties=species:S:1:pos:R:3:lowdin_charge:R:1
C 2.3876 -0.0536 -0.4428 -0.1793
C 1.7592 -1.1151 0.4228 -0.1834
H 2.2467 -0.2881 -1.5015 0.0645
H 2.0082 0.9543 -0.2648 0.0592
H 3.4767 -0.0043 -0.3239 0.0627
H 1.7274 -0.8708 1.4927 0.0682
H 2.3348 -2.0526 0.4743 0.0680
H 0.7511 -1.3352 0.1003 0.0336
C -1.5046 0.2921 0.3332 -0.1872
C -2.7351 0.9626 -0.2581 -0.1615
H -1.4945 -0.7916 0.1498 0.0575
H -0.6343 0.5819 -0.2587 0.0468
H -1.2093 0.3877 1.3769 0.0672
H -2.4732 1.9406 -0.6525 0.0595
H -3.5718 1.0502 0.4382 0.0624
H -3.0689 0.3419 -1.0861 0.0617
```

Computed properties:
**M**: 60.14 g mol⁻¹
**SMILES**: CC.CC
**Calculated total energy**: -159.57501 a.u.
**Frontier orbital gap**: 12.79 eV

=====

[6]
A 2-piece molecular cluster, C4H12 overall. Source: the OMol25 dataset; level of theory: ωB97M-V/def2-TZVPD.

Structure (XYZ):
```
16
Properties=species:S:1:pos:R:3:lowdin_charge:R:1
C 0.7389 1.5680 -1.9335 -0.1698
C 0.6790 0.0374 -1.8327 -0.1596
H -0.1875 2.1251 -1.8495 0.0572
H 1.4544 1.9114 -1.1814 0.0629
H 1.1975 1.8637 -2.8729 0.0538
H 1.6409 -0.3214 -2.1849 0.0610
H -0.1133 -0.4611 -2.4016 0.0663
H 0.5245 -0.2470 -0.7966 0.0287
C -1.2531 -0.3395 1.5610 -0.1747
C -0.2717 -1.3105 2.1986 -0.1745
H -0.7088 0.3897 0.9664 0.0432
H -1.9871 -0.8061 0.9135 0.0628
H -1.7749 0.2275 2.3273 0.0604
H -0.7224 -2.0092 2.9139 0.0639
H 0.4983 -0.7675 2.7432 0.0590
H 0.2855 -1.8606 1.4294 0.0593
```

Computed properties:
**M**: 60.14 g mol⁻¹
**SMILES**: CC.CC
**Calculated total energy**: -159.58039 a.u.
**Frontier orbital gap**: 12.90 eV

=====

[7]
A 2-piece molecular cluster, C4H12 overall. Source: the OMol25 dataset; level of theory: ωB97M-V/def2-TZVPD.

Structure (XYZ):
```
16
Properties=species:S:1:pos:R:3:lowdin_charge:R:1
C -0.2968 1.2670 -2.6398 -0.1641
C 0.8683 0.4490 -2.1029 -0.1669
H -1.1855 1.0952 -2.0471 0.0552
H -0.0971 2.3313 -2.7016 0.0563
H -0.5261 1.0495 -3.6901 0.0626
H 0.6252 -0.0853 -1.1886 0.0319
H 1.7688 1.0269 -1.8744 0.0635
H 1.2387 -0.3291 -2.7768 0.0621
C -0.1707 -0.9974 3.1190 -0.1601
C -0.4012 -0.7278 1.6177 -0.1811
H -0.3758 -0.0956 3.6969 0.0566
H -0.9026 -1.7327 3.4339 0.0577
H 0.8749 -1.2458 3.2729 0.0612
H 0.4616 -0.2738 1.1242 0.0432
H -1.2539 -0.1094 1.3482 0.0608
H -0.4364 -1.7005 1.1192 0.0611
```

Computed properties:
**M**: 60.14 g mol⁻¹
**SMILES**: CC.CC
**Calculated total energy**: -159.57303 a.u.
**Frontier orbital gap**: 12.76 eV

=====

[8]
A 2-piece molecular cluster, C4H12 overall. Source: the OMol25 dataset; level of theory: ωB97M-V/def2-TZVPD.

Structure (XYZ):
```
16
Properties=species:S:1:pos:R:3:lowdin_charge:R:1
C 1.1636 0.0806 -2.2308 -0.1596
C 1.7798 0.4307 -0.8594 -0.1705
H 1.9154 -0.1889 -2.9692 0.0571
H 0.3805 -0.6669 -2.0895 0.0511
H 0.4732 0.8584 -2.6421 0.0694
H 1.1984 1.2166 -0.3625 0.0562
H 2.8094 0.7663 -0.9146 0.0592
H 1.6855 -0.3775 -0.1652 0.0399
C -0.8267 0.1403 1.8224 -0.1692
C -2.0562 -0.5935 1.2314 -0.1733
H -0.0229 0.1089 1.1292 0.0043
H -0.9748 1.1186 2.2021 0.0468
H -0.4718 -0.3453 2.7451 0.0684
H -2.8443 0.0809 0.7912 0.0627
H -2.5165 -1.3716 1.9684 0.0819
H -1.6925 -1.2576 0.3435 0.0755
```

Computed properties:
**M**: 60.14 g mol⁻¹
**SMILES**: CC.CC
**Calculated total energy**: -159.55950 a.u.
**Frontier orbital gap**: 12.60 eV

=====

[9]
A 2-piece molecular cluster, C4H12 overall. Source: the OMol25 dataset; level of theory: ωB97M-V/def2-TZVPD.

Structure (XYZ):
```
16
Properties=species:S:1:pos:R:3:lowdin_charge:R:1
C -0.0324 0.4912 1.5130 -0.1620
C -1.0580 0.2171 2.6228 -0.1655
H 0.4247 1.4772 1.6314 0.0663
H 0.7684 -0.2358 1.6507 0.0595
H -0.4200 0.4178 0.5041 0.0269
H -1.3722 1.1463 3.0991 0.0567
H -0.6173 -0.3659 3.4307 0.0565
H -1.9281 -0.3318 2.2524 0.0619
C -0.1126 0.0192 -2.1382 -0.1910
C 1.2111 -0.7361 -2.0344 -0.1596
H -0.9859 -0.5678 -1.8276 0.0663
H -0.0639 0.9628 -1.5897 0.0519
H -0.3832 0.3237 -3.1546 0.0588
H 1.3891 -0.9674 -0.9818 0.0512
H 2.0194 -0.1446 -2.4524 0.0623
H 1.1608 -1.7058 -2.5254 0.0599
```

Computed properties:
**M**: 60.14 g mol⁻¹
**SMILES**: CC.CC
**Calculated total energy**: -159.57799 a.u.
**Frontier orbital gap**: 12.79 eV

=====

[10]
A 2-piece molecular cluster, C4H12 overall. Source: the OMol25 dataset; level of theory: ωB97M-V/def2-TZVPD.

Structure (XYZ):
```
16
Properties=species:S:1:pos:R:3:lowdin_charge:R:1
C 1.8050 0.9137 -0.4419 -0.1848
C 2.7445 0.3738 0.6408 -0.1807
H 0.8548 1.2257 0.0402 0.0602
H 2.3126 1.7090 -0.9931 0.0638
H 1.5884 0.0233 -1.0364 0.0574
H 2.1774 -0.1293 1.3878 0.0427
H 3.2612 1.2597 1.1410 0.0874
H 3.3787 -0.3133 0.1040 0.0539
C -2.4026 0.1625 -0.4519 -0.1206
C -2.1321 -1.3386 0.1894 -0.1462
H -2.8846 0.6474 0.5277 0.1006
H -1.4041 0.5060 -0.9295 0.0690
H -3.1272 0.0523 -1.1708 -0.0060
H -1.1560 -1.7303 -0.1460 0.0536
H -2.8928 -1.9984 -0.1011 0.0254
H -2.1231 -1.3635 1.2397 0.0243
```

Computed properties:
**M**: 60.14 g mol⁻¹
**SMILES**: CC.CC
**Calculated total energy**: -159.54134 a.u.
**Frontier orbital gap**: 12.44 eV

=====

[11]
A 2-piece molecular cluster, C4H12 overall. Source: the OMol25 dataset; level of theory: ωB97M-V/def2-TZVPD.

Structure (XYZ):
```
16
Properties=species:S:1:pos:R:3:lowdin_charge:R:1
C 1.1829 2.3059 -0.8946 -0.1280
C 0.7936 1.9057 -2.3228 -0.2990
C 0.7721 0.3735 -2.5617 -0.1213
H 0.2850 2.4961 -0.3073 0.0633
H 1.7065 3.2674 -0.8702 0.0646
H 1.7627 1.5464 -0.3796 0.0624
H 1.5143 2.3264 -3.0174 0.0889
H -0.1932 2.2971 -2.5366 0.0883
H -0.1441 0.0846 -3.0760 0.0577
H 1.5760 0.0154 -3.2023 0.0611
H 0.7740 -0.2300 -1.6534 0.0619
C -1.9842 -3.2832 4.1605 -0.0515
H -2.0737 -3.8710 5.0703 0.0128
H -2.6550 -3.6989 3.4134 0.0121
H -0.9589 -3.2547 3.8100 0.0130
H -2.3578 -2.2807 4.3678 0.0137
```

Computed properties:
**M**: 60.14 g mol⁻¹
**SMILES**: CCC.C
**Calculated total energy**: -159.57748 a.u.
**Frontier orbital gap**: 12.54 eV

=====

[12]
A 2-piece molecular cluster, C4H12 overall. Source: the OMol25 dataset; level of theory: ωB97M-V/def2-TZVPD.

Structure (XYZ):
```
16
Properties=species:S:1:pos:R:3:lowdin_charge:R:1
C 0.9348 -1.3718 -0.3681 -0.0913
C 1.9394 -1.9624 0.6050 -0.0855
H 1.3011 -1.2986 -1.4007 0.1001
H 0.0910 -2.0756 -0.5123 0.1188
H 0.4810 -0.4311 -0.0020 0.0546
H 2.9856 -1.6405 0.5842 0.0956
H 1.6131 -1.7508 1.6183 0.0814
H 1.9669 -3.0260 0.3341 0.1164
C -0.7048 1.8065 0.0304 -0.0565
C -2.1463 1.6007 -0.2883 -0.0656
H -0.3212 2.7822 -0.2604 0.1188
H -0.4691 1.4938 1.0433 0.0994
H 0.0259 1.1949 -0.6346 0.1607
H -2.5843 2.3185 -0.9727 0.0942
H -2.6350 1.7874 0.7045 0.1410
H -2.4781 0.5729 -0.4807 0.1178
```

Computed properties:
**M**: 60.14 g mol⁻¹
**Charge**: +1
**Multiplicity**: 2
**Calculated total energy**: -159.15487 a.u.
**Frontier orbital gap (alpha / beta)**: 13.55 / 4.37 eV

=====

[13]
A 2-piece molecular cluster, C4H12 overall. Source: the OMol25 dataset; level of theory: ωB97M-V/def2-TZVPD.

Structure (XYZ):
```
16
Properties=species:S:1:pos:R:3:lowdin_charge:R:1
C -2.5875 -0.4035 1.6796 -0.0636
C -1.3536 0.3280 1.2417 -0.0667
H -2.4589 -0.7266 2.7201 0.1159
H -3.5716 0.0536 1.5630 0.1029
H -2.6890 -1.4011 1.1857 0.1532
H -1.2031 0.5365 0.1592 0.1154
H -0.3308 0.0080 1.5964 0.1099
H -1.5386 1.3951 1.5746 0.1618
C 1.5484 -0.4059 -2.0089 -0.0950
C 2.3271 0.3727 -0.9645 -0.1228
H 1.6544 -1.4885 -1.9024 0.0968
H 0.5128 -0.0682 -1.8033 0.0773
H 2.0183 -0.1109 -2.9988 0.1258
H 1.7468 0.6121 -0.0570 0.0675
H 2.6451 1.3965 -1.2983 0.1193
H 3.2803 -0.0979 -0.6872 0.1022
```

Computed properties:
**M**: 60.14 g mol⁻¹
**Charge**: +1
**Multiplicity**: 2
**Calculated total energy**: -159.13730 a.u.
**Frontier orbital gap (alpha / beta)**: 13.40 / 2.93 eV